1 | {
  "formula": "C5H8ClNS",
  "method": "ωB97M-V with the def2-TZVPD basis set",
  "symbols": ["C", "C", "C", "C", "C", "H", "H", "H", "H", "H", "H", "H", "H", "N", "S", "Cl"],
  "positions_angstrom": [[0.0133, -0.8577, -0.6422], [0.3977, 0.5986, -1.0633], [1.1036, 0.3369, 1.0933], [-0.1414, -0.5260, 0.8555], [-0.8658, 0.8312, 0.8416], [-1.1607, -1.2801, -2.6175], [0.8286, -1.5826, -0.7949], [1.3860, 0.6390, -1.5763], [-0.3676, 1.0487, -1.7534], [1.2016, 0.6901, 2.1007], [2.0938, -0.0141, 0.7002], [-0.9885, 1.2564, 1.8327], [-1.7960, 0.9104, 0.2472], [0.4168, 1.3336, 0.2132], [-1.5228, -1.5305, -1.3576], [-0.5986, -1.8539, 1.9210]],
  "lowdin_charge": [-0.6419, -0.2135, -0.1474, -0.8627, -0.1376, -0.1405, 0.1039, 0.1254, 0.1218, 0.1109, 0.1383, 0.1172, 0.1164, -0.0811, 0.7433, 0.6473],
  "gap_ha": 0.364,
  "e_homo_ha": -0.3357,
  "lumo_energy_ev": 0.761,
  "total_charge": 0
}

---

2 | {
  "formula": "C5H8ClNS",
  "method": "ωB97M-V with the def2-TZVPD basis set",
  "symbols": ["C", "C", "N", "S", "C", "C", "C", "Cl", "H", "H", "H", "H", "H", "H", "H", "H"],
  "positions_angstrom": [[1.2038, 1.9934, -0.1733], [0.2311, 0.9306, -0.1073], [-0.9151, 1.2723, -0.6484], [-2.1934, 0.2607, -0.7750], [-1.5222, -1.3524, -0.3610], [-0.4904, -1.3085, 0.6966], [0.6140, -0.4044, 0.3175], [1.5193, -1.0970, -1.0848], [2.1106, 1.8162, -0.7815], [0.8073, 2.9221, -0.3907], [1.6032, 2.2403, 0.8794], [-1.1564, -1.7463, -1.2162], [-2.4061, -1.8680, -0.0605], [-0.7740, -0.9339, 1.6773], [-0.0318, -2.2514, 0.9509], [1.4001, -0.4738, 1.0772]],
  "lowdin_charge": [-0.0770, -0.5076, -0.2860, 0.9073, -0.4728, -0.2865, -0.6400, 0.6599, 0.0881, 0.0500, 0.1152, 0.0189, 0.0694, 0.1315, 0.1153, 0.1144],
  "gap_ha": 0.331,
  "e_homo_ha": -0.3051,
  "lumo_energy_ev": 0.691,
  "smiles": "CC1=NSCC[C@H]1Cl",
  "total_charge": 0
}

---

So which one wins? Going from most stable to least: 2, 1.

---

1 | {
  "formula": "C4H10ClN",
  "method": "ωB97M-V with the def2-TZVPD basis set",
  "symbols": ["C", "C", "N", "C", "C", "Cl", "H", "H", "H", "H", "H", "H", "H", "H", "H", "H"],
  "positions_angstrom": [[-0.5389, -1.8391, -0.8295], [0.1600, -0.9205, 0.0879], [-0.3027, 0.5197, 0.0391], [-0.3566, 1.0624, 1.4204], [0.4194, 1.3642, -0.7655], [2.2211, 1.8838, -0.3442], [-0.4998, -1.6070, -1.9429], [-0.2104, -2.8647, -0.7231], [-1.5179, -1.9476, -0.5762], [-0.1495, -1.3345, 1.0062], [1.2543, -1.0148, -0.0102], [0.5668, 0.6309, 1.7847], [-0.4500, 2.1572, 1.3357], [-1.2476, 0.7529, 2.0197], [0.6856, 0.8157, -1.6262], [-0.0339, 2.3413, -0.8759]],
  "lowdin_charge": [-0.1054, -0.2454, -0.2399, -0.0830, -0.5201, 0.3749, 0.1043, 0.0779, 0.0360, 0.0964, 0.1235, 0.0713, 0.0883, 0.0949, 0.0493, 0.0770],
  "gap_ha": 0.377,
  "e_homo_ha": -0.3426,
  "lumo_energy_ev": 0.937,
  "smiles": "CCN(C)CCl",
  "total_charge": 0
}

---

2 | {
  "formula": "C4H10ClN",
  "method": "ωB97M-V with the def2-TZVPD basis set",
  "symbols": ["C", "C", "C", "C", "N", "Cl", "H", "H", "H", "H", "H", "H", "H", "H", "H", "H"],
  "positions_angstrom": [[1.3866, 1.4687, -0.1498], [-0.2639, -1.8588, 0.2956], [0.6700, 0.3942, 0.6665], [-1.6177, 0.2044, -0.7953], [0.0994, -0.5447, -0.2452], [-2.7688, -0.0555, 0.4742], [1.7362, 1.1202, -1.0639], [0.9498, 2.3426, -0.4655], [2.3651, 1.7232, 0.2583], [-1.0431, -2.2881, -0.3346], [0.7044, -2.4071, 0.1504], [-0.5126, -1.6623, 1.3268], [1.4675, -0.1936, 1.2875], [-0.2387, 0.9157, 1.1066], [-1.2201, 1.2204, -0.8552], [-1.7139, -0.3791, -1.6562]],
  "lowdin_charge": [-0.1114, -0.1703, -0.3182, -0.4693, -0.2165, 0.5902, 0.0469, 0.0355, 0.0712, 0.0665, 0.0952, 0.0526, 0.1527, 0.1011, 0.0459, 0.0280],
  "gap_ha": 0.345,
  "e_homo_ha": -0.3078,
  "lumo_energy_ev": 1.001,
  "total_charge": 0
}

---

So which one wins? Going from most stable to least: 1, 2.

---

1 | {
  "formula": "C4H10ClN",
  "method": "ωB97M-V with the def2-TZVPD basis set",
  "symbols": ["C", "C", "C", "N", "C", "Cl", "H", "H", "H", "H", "H", "H", "H", "H", "H", "H"],
  "positions_angstrom": [[-0.0097, 1.9674, -0.0611], [-0.8141, 0.6319, 0.2068], [-0.1148, -0.5657, -0.3962], [-0.9089, -1.8174, -0.2059], [1.3192, -1.0626, 0.3365], [2.8441, -0.1127, -0.1356], [0.4101, 2.0699, -1.0845], [0.8158, 2.0690, 0.6013], [-0.6389, 2.9268, -0.1423], [-1.0005, 0.4317, 1.2870], [-1.8664, 0.6564, -0.1657], [-0.0078, -0.3681, -1.4295], [-1.7001, -1.7846, -0.8035], [-1.1953, -1.8008, 0.7633], [1.2880, -1.2004, 1.3748], [1.5794, -2.0409, -0.1454]],
  "lowdin_charge": [-0.1114, -0.2358, -0.4043, 0.0149, -0.4497, 0.4457, 0.0677, 0.0333, 0.0870, 0.1102, 0.1112, 0.1132, 0.0544, 0.0660, 0.0381, 0.0595],
  "gap_ha": 0.393,
  "e_homo_ha": -0.3556,
  "lumo_energy_ev": 1.006,
  "smiles": "CC[C@H](N)CCl",
  "total_charge": 0
}

---

2 | {
  "formula": "C4H10ClN",
  "method": "ωB97M-V with the def2-TZVPD basis set",
  "symbols": ["C", "C", "C", "C", "Cl", "H", "H", "H", "H", "H", "H", "H", "N", "H", "H", "H"],
  "positions_angstrom": [[-0.0515, 1.7231, -0.9094], [0.0623, 1.0278, 0.4570], [0.9071, 0.0886, 0.8483], [0.8649, -0.7088, 2.1608], [2.0942, -0.5273, -0.3179], [-0.8422, 2.3771, -0.9498], [-0.2853, 0.9358, -1.7403], [0.8127, 2.3418, -1.2423], [-0.8436, 1.0227, 0.9720], [1.7794, -0.8926, 2.6652], [0.1351, -0.2773, 2.8666], [0.5161, -1.7273, 2.0143], [-1.2923, -1.0789, -1.4970], [-1.8861, -0.9207, -2.2428], [-0.3205, -1.4728, -2.0168], [-1.6503, -1.9113, -1.0678]],
  "lowdin_charge": [-0.1225, -0.2073, -0.6857, -0.1165, 0.6052, 0.0192, 0.0707, 0.0774, 0.0829, 0.0511, 0.0822, 0.0665, 0.0030, -0.0349, 0.1113, -0.0026],
  "gap_ha": 0.358,
  "e_homo_ha": -0.3271,
  "lumo_energy_ev": 0.842,
  "smiles": "C/C=C(/C)Cl.N",
  "total_charge": 0
}

---

So which one wins? Going from most stable to least: 1, 2.

---

1 | {
  "formula": "C15H44O7",
  "method": "ωB97M-V with the def2-TZVPD basis set",
  "symbols": ["C", "C", "C", "O", "H", "H", "H", "H", "H", "H", "H", "H", "C", "C", "C", "O", "H", "H", "H", "H", "H", "H", "H", "H", "C", "C", "C", "O", "H", "H", "H", "H", "H", "H", "H", "H", "C", "C", "C", "O", "H", "H", "H", "H", "H", "H", "H", "H", "C", "C", "C", "O", "H", "H", "H", "H", "H", "H", "H", "H", "O", "H", "H", "O", "H", "H"],
  "positions_angstrom": [[5.2821, 4.8676, -2.4202], [4.6132, 3.5029, -1.9368], [5.0251, 2.2989, -2.9290], [5.2100, 3.1005, -0.7726], [5.2698, 5.6462, -1.6574], [4.8770, 5.4330, -3.2594], [6.3182, 4.6650, -2.6916], [3.5310, 3.6097, -1.8625], [4.6421, 2.4147, -3.9429], [4.4692, 1.4710, -2.4889], [6.1054, 2.1622, -2.8796], [6.1494, 3.2981, -0.7766], [-0.6578, -3.5625, -3.2002], [0.5454, -3.0626, -3.9486], [0.3046, -1.8592, -4.8603], [1.4406, -2.8571, -2.8220], [-0.6040, -4.5737, -2.7967], [-1.4193, -3.6782, -3.9715], [-1.1058, -2.8509, -2.5068], [0.9205, -3.9139, -4.5168], [0.9685, -1.8564, -5.7247], [0.6151, -0.9294, -4.3838], [-0.7019, -1.6920, -5.2440], [1.0142, -2.2782, -2.1859], [-4.9637, -2.6617, 1.4663], [-5.2862, -3.6235, 2.5470], [-6.7183, -4.1401, 2.4059], [-4.3955, -4.6748, 2.4547], [-5.6268, -1.7980, 1.4156], [-4.9242, -3.1235, 0.4798], [-3.9902, -2.2063, 1.6480], [-5.1811, -3.1520, 3.5241], [-6.5925, -4.6017, 1.4265], [-7.3480, -3.2711, 2.2155], [-7.1795, -4.7921, 3.1477], [-4.5832, -5.0192, 1.5784], [1.5983, -4.5367, 1.8232], [0.9093, -5.0155, 3.0928], [0.1829, -3.7163, 3.7835], [-0.1194, -5.9675, 2.7538], [2.2518, -3.7175, 2.1232], [0.8260, -4.1483, 1.1593], [2.1692, -5.2059, 1.1795], [1.5638, -5.5598, 3.7736], [0.9886, -3.0724, 4.1359], [-0.5274, -3.8970, 4.5903], [-0.3680, -3.2324, 2.9770], [-0.8593, -5.3735, 2.6078], [-1.7484, 5.2150, 0.7502], [-0.6811, 6.3385, 0.6700], [-1.1814, 7.7775, 0.7310], [0.1632, 6.1638, 1.8067], [-1.2712, 4.2507, 0.5754], [-2.4665, 5.2214, -0.0698], [-2.3777, 5.1762, 1.6393], [-0.0457, 6.2553, -0.2117], [-1.8863, 7.8753, 1.5566], [-1.6996, 8.0820, -0.1783], [-0.3855, 8.5208, 0.7764], [0.6552, 6.9575, 2.0294], [2.2965, 2.5533, 1.9408], [1.9131, 3.3977, 2.1779], [3.1249, 2.7766, 1.5163], [0.2431, -0.1780, -0.1630], [0.8108, 0.4267, -0.6410], [-0.1025, 0.3408, 0.5633]],
  "lowdin_charge": [-0.0557, -0.4567, -0.0453, -0.0631, 0.0657, 0.0663, 0.0679, 0.1292, 0.0662, 0.0663, 0.0727, 0.0950, -0.0869, -0.4524, -0.0492, -0.0747, 0.0847, 0.0696, 0.0858, 0.1353, 0.0700, 0.0722, 0.0749, 0.0625, -0.0739, -0.5599, -0.0435, -0.0351, 0.0831, 0.0880, 0.0830, 0.1416, 0.0756, 0.0761, 0.0834, 0.0836, -0.0738, -0.4272, -0.0370, -0.0744, 0.0752, 0.0743, 0.0774, 0.1255, 0.0659, 0.0681, 0.0635, 0.0622, -0.0448, -0.4683, -0.0671, -0.0744, 0.0687, 0.0720, 0.0806, 0.1258, 0.0845, 0.0761, 0.0758, 0.0782, -0.0508, 0.0218, 0.0199, -0.0536, 0.0256, 0.0280],
  "gap_ha": 0.367,
  "e_homo_ha": -0.3565,
  "lumo_energy_ev": 0.288,
  "smiles": "CC(C)O.CC(C)O.CC(C)O.CC(C)O.CC(C)O.O.O",
  "total_charge": 0
}

---

2 | {
  "formula": "C15H44O7",
  "method": "ωB97M-V with the def2-TZVPD basis set",
  "symbols": ["C", "C", "C", "O", "H", "H", "H", "H", "H", "H", "H", "H", "C", "C", "C", "O", "H", "H", "H", "H", "H", "H", "H", "H", "C", "C", "C", "O", "H", "H", "H", "H", "H", "H", "H", "H", "C", "C", "C", "O", "H", "H", "H", "H", "H", "H", "H", "H", "C", "O", "H", "H", "H", "H", "C", "O", "H", "H", "H", "H", "C", "O", "H", "H", "H", "H"],
  "positions_angstrom": [[27.7840, 7.3875, 23.7776], [26.6789, 8.0091, 22.9620], [27.2217, 8.6746, 21.7095], [25.5699, 7.2442, 22.4877], [27.3252, 6.6849, 24.4733], [28.4928, 8.0372, 24.2911], [28.4415, 6.8006, 23.1362], [26.3415, 8.8478, 23.5710], [28.1623, 9.2149, 21.8164], [26.4472, 9.3376, 21.3239], [27.4743, 7.9398, 20.9450], [24.7815, 7.7897, 22.5372], [23.4798, -2.4233, 20.3078], [22.4008, -3.4840, 20.5289], [22.6714, -4.6858, 21.4031], [21.4041, -2.8058, 21.2049], [23.7163, -1.9935, 21.2812], [23.1340, -1.6321, 19.6426], [24.2957, -2.9738, 19.8393], [21.9768, -3.8048, 19.5774], [21.8034, -5.3444, 21.4306], [22.7344, -4.4768, 22.4711], [23.5870, -5.1676, 21.0601], [20.6150, -3.3525, 21.1994], [24.8000, 8.9107, 30.2439], [24.1311, 7.7901, 29.4871], [22.8921, 8.2317, 28.7636], [25.0141, 7.3407, 28.4916], [25.7310, 8.5386, 30.6713], [24.2775, 9.2433, 31.1408], [24.9517, 9.6760, 29.4827], [23.8956, 6.8401, 29.9668], [23.2143, 8.9745, 28.0339], [22.2884, 8.7776, 29.4886], [22.3648, 7.4197, 28.2628], [24.5886, 6.8935, 27.7563], [18.9528, 1.8807, 16.5833], [19.5534, 1.4977, 17.9448], [18.7627, 1.9668, 19.1241], [19.6172, 0.1164, 17.9621], [18.1158, 1.2096, 16.3906], [19.7437, 1.8440, 15.8341], [18.5643, 2.8966, 16.6554], [20.4608, 2.0999, 17.8998], [19.2284, 1.7694, 20.0896], [17.7411, 1.5946, 19.2019], [18.6775, 3.0509, 19.0499], [19.7882, -0.1649, 18.8639], [20.1777, 7.6921, 23.6139], [20.8555, 8.3546, 22.5483], [19.1881, 8.0953, 23.8288], [19.9872, 6.6554, 23.3364], [20.9658, 7.5793, 24.3584], [20.1838, 8.8624, 22.0872], [28.0037, 1.1795, 27.5680], [29.0283, 2.1222, 28.0322], [27.4411, 1.4636, 26.6787], [28.6368, 0.3440, 27.2692], [27.2741, 0.6901, 28.2133], [28.5126, 2.8688, 28.3458], [23.3048, 2.8375, 24.4026], [23.6828, 4.0442, 25.0179], [24.1893, 2.3039, 24.0547], [22.5864, 2.1811, 24.8936], [22.8246, 3.1603, 23.4788], [24.1342, 4.6016, 24.3799]],
  "lowdin_charge": [-0.0595, -0.5042, -0.0776, -0.0442, 0.0762, 0.0859, 0.0767, 0.1288, 0.0772, 0.0759, 0.0808, 0.0877, -0.0374, -0.5336, -0.0597, -0.0696, 0.0849, 0.0771, 0.0778, 0.1335, 0.0766, 0.0827, 0.0789, 0.0906, -0.0434, -0.5360, -0.0718, -0.0672, 0.0800, 0.0816, 0.0895, 0.1343, 0.0842, 0.0815, 0.0825, 0.0841, -0.0507, -0.5459, -0.0733, -0.0274, 0.0824, 0.0784, 0.0745, 0.1295, 0.0787, 0.0866, 0.0781, 0.0874, -0.1582, -0.1309, 0.0818, 0.0652, 0.0772, 0.0659, -0.1507, -0.1171, 0.0675, 0.0704, 0.0689, 0.0612, -0.1733, -0.1282, 0.0741, 0.0819, 0.0711, 0.0703],
  "gap_ha": 0.377,
  "e_homo_ha": -0.3651,
  "lumo_energy_ev": 0.335,
  "smiles": "CC(C)O.CC(C)O.CC(C)O.CC(C)O.CO.CO.CO",
  "total_charge": 0
}

---

So which one wins? Going from most stable to least: 1, 2.

---

1 | {
  "formula": "C8H12N3",
  "method": "ωB97M-V with the def2-TZVPD basis set",
  "symbols": ["C", "C", "C", "C", "C", "C", "C", "C", "N", "N", "N", "H", "H", "H", "H", "H", "H", "H", "H", "H", "H", "H", "H"],
  "positions_angstrom": [[-2.1906, -2.3896, 0.5854], [-0.8224, -2.2850, 0.2854], [-3.0179, -1.2966, 0.6039], [-0.3851, -0.9676, 0.0078], [-1.2277, 0.0878, 0.1244], [1.1716, -0.6344, -0.0834], [1.1260, 0.9115, -0.1883], [2.0144, 1.6828, 0.6174], [-2.5001, -0.0595, 0.3631], [-0.6569, 1.3422, 0.0232], [1.0967, 1.3021, -1.6847], [-2.6799, -3.3170, 0.7277], [-0.2375, -3.2066, 0.0916], [-3.9408, -1.1023, 1.0692], [1.3281, -0.9455, 0.9154], [1.6681, -1.2396, -0.7655], [1.9220, 2.7398, 0.2888], [3.0888, 1.4495, 0.4844], [1.9207, 1.8361, 1.6356], [-0.7558, 1.9489, 0.7691], [0.4370, 0.6121, -2.0469], [2.0416, 1.2457, -2.0988], [0.5996, 2.2852, -1.7249]],
  "lowdin_charge": [-0.0567, 0.0163, -0.0807, -0.1503, -0.4038, -0.0161, -0.3205, -0.0337, 0.1290, 0.1705, 0.2200, 0.0984, 0.1358, 0.1051, 0.1202, 0.1061, 0.1117, 0.1250, 0.0835, 0.0835, 0.1559, 0.1805, 0.2206],
  "gap_ha": 0.328,
  "e_homo_ha": -0.4529,
  "lumo_energy_ev": -3.412,
  "total_charge": 1
}

---

2 | {
  "formula": "C8H12N3",
  "method": "ωB97M-V with the def2-TZVPD basis set",
  "symbols": ["C", "C", "C", "C", "C", "C", "C", "C", "N", "N", "N", "H", "H", "H", "H", "H", "H", "H", "H", "H", "H", "H", "H"],
  "positions_angstrom": [[-0.8210, -0.6862, 1.1002], [0.5838, -0.1289, 0.9137], [-0.9079, 0.9774, -0.6108], [-1.5083, -0.2539, -0.0837], [0.2432, 1.3177, 0.2483], [1.1713, -0.9325, -0.3420], [-2.9080, -0.6684, -0.4146], [2.5465, -1.4588, -0.2213], [-0.7350, -0.1477, -1.4000], [0.4690, -0.8075, -1.3424], [1.2054, 1.8365, -0.6531], [-1.2497, -1.2089, 1.9476], [1.1979, -0.2783, 1.7778], [-1.5195, 1.6819, -1.1219], [0.0012, 2.0214, 1.0853], [-2.8895, -1.3514, -1.2951], [-3.5824, 0.1738, -0.5835], [-3.3095, -1.2404, 0.4479], [3.1005, -0.5765, -0.0549], [2.8088, -2.1464, -1.0478], [2.6216, -2.1934, 0.6820], [2.0233, 2.1536, -0.2449], [1.3431, 1.3452, -1.5239]],
  "lowdin_charge": [0.2344, -0.0689, -0.1600, -0.3561, -0.2428, -0.2794, 0.0080, 0.0115, 0.1076, 0.1531, 0.1160, 0.1525, 0.1389, 0.1772, 0.1895, 0.1129, 0.0969, 0.0973, 0.0784, 0.1101, 0.1386, 0.0785, 0.1057],
  "gap_ha": 0.284,
  "e_homo_ha": -0.5091,
  "lumo_energy_ev": -6.136,
  "total_charge": 1
}

---

So which one wins? Going from most stable to least: 1, 2.